Computed, not measured: C26H24AuCl2NOP as an isolated structure, with wB97M-V/def2-TZVPD.

```
! wB97M-V def2-TZVPD RIJCOSX def2/J DEFGRID3
* xyz 1 3
Au -0.357 -1.028 -1.660
O -1.074 0.413 -4.011
C -0.501 0.572 -2.979
C 0.175 1.845 -2.563
C 0.364 2.856 -3.501
C 1.062 3.997 -3.145
C 1.569 4.132 -1.855
C 1.357 3.139 -0.912
C 0.660 1.988 -1.266
P 0.159 0.732 -0.054
C 1.605 0.188 0.873
C 1.415 -0.562 2.037
C 2.499 -1.154 2.665
C 3.775 -1.015 2.131
C 3.967 -0.283 0.968
C 2.884 0.313 0.333
C -0.953 1.632 1.052
C -0.580 2.065 2.322
C -1.485 2.782 3.095
C -2.753 3.063 2.607
C -3.127 2.631 1.340
C -2.233 1.911 0.565
H -0.036 2.727 -4.499
H 1.214 4.784 -3.871
H 2.126 5.020 -1.584
H 1.723 3.260 0.101
H 0.419 -0.675 2.452
H 2.353 -1.727 3.572
H 4.620 -1.477 2.624
H 4.961 -0.171 0.556
H 3.032 0.878 -0.579
H 0.413 1.859 2.701
H -1.194 3.124 4.080
H -3.453 3.622 3.215
H -4.115 2.853 0.956
H -2.519 1.574 -0.428
Cl -5.596 1.093 -0.975
C -4.724 -0.385 -0.584
Cl -3.502 -0.769 -1.822
H -5.426 -1.207 -0.543
H -4.211 -0.240 0.360
C 2.211 -3.251 -1.971
C 1.240 -3.605 -0.912
C 1.320 -4.692 0.027
C 0.202 -4.623 0.795
C -0.551 -3.489 0.319
C -1.848 -3.001 0.840
N 0.094 -2.906 -0.712
H 3.094 -3.883 -1.919
H 2.511 -2.203 -1.880
H 1.751 -3.367 -2.957
H 2.130 -5.405 0.080
H -0.095 -5.270 1.607
H -1.901 -3.129 1.922
H -2.667 -3.583 0.404
H -2.007 -1.953 0.580
*
```

Summary:
Expectation value of S²: 2.0213
E_LUMO (alpha / beta) in eV: -2.756 / -4.794